#a
DFT (wB97M-V/def2-TZVPD) results for a cluster of 4 separate species, C4H16O4 in total.

```
24
Properties=species:S:1:pos:R:3
O -2.30 0.95 1.69
O -1.64 -0.26 -1.82
O 1.89 1.94 0.48
O -0.80 3.17 1.07
C 2.51 -2.31 -0.18
C 0.39 -1.07 -0.76
C -1.15 -1.25 -0.93
C 0.98 -2.43 -0.29
H 0.50 -2.83 0.60
H 2.91 -1.49 0.42
H -2.73 1.77 1.39
H -2.02 0.46 -1.31
H 2.84 1.91 0.71
H 0.92 -0.91 -1.69
H 0.94 -3.00 -1.22
H 0.54 -0.30 -0.01
H -0.04 3.70 0.78
H 2.86 -3.28 0.16
H -1.35 -2.25 -1.32
H -1.66 -1.15 0.03
H 2.99 -2.14 -1.16
H -0.64 3.17 2.02
H -1.36 1.15 1.60
H 1.67 1.01 0.32
```

HOMO level: -9.82 eV
2S+1: 1
total charge: 0
gap between HOMO and LUMO: 10.3 eV
lowest unoccupied orbital energy: 0.46 eV
SMILES: CCCCO.O.O.O

---

#b
DFT (wB97M-V/def2-TZVPD) results for a cluster of 4 separate species, C4H16O4 in total.

```
24
Properties=species:S:1:pos:R:3
O -0.44 3.33 1.45
O 0.07 0.62 3.17
O -2.18 -0.56 1.67
O 0.80 1.46 -0.34
C 1.56 0.25 -0.08
C -0.79 -1.40 -2.38
C 1.47 -0.68 -1.28
C 0.25 -1.63 -1.27
H -1.61 -2.08 -2.20
H -0.12 3.91 0.76
H -0.30 -1.65 -3.33
H 1.24 -0.13 0.89
H -0.64 0.56 2.52
H -0.10 1.29 -0.05
H -1.00 -0.34 -2.52
H -0.32 -1.52 -0.34
H 0.67 -2.63 -1.26
H -0.25 0.14 3.94
H 2.59 0.61 -0.03
H 1.52 -0.06 -2.17
H -3.13 -0.38 1.69
H 2.35 -1.31 -1.35
H -1.89 -0.52 0.75
H 0.24 2.72 1.75
```

HOMO level: -10.18 eV
2S+1: 1
total charge: 0
gap between HOMO and LUMO: 10.6 eV
lowest unoccupied orbital energy: 0.40 eV
SMILES: CCCCO.O.O.O

---

Energy above the most stable structure, in hartree: #a 0.0087; #b 0.0000

---

#a
DFT (wB97M-V/def2-TZVPD) results for a cluster of 5 separate species, C4H16O4 in total.

```
24
Properties=species:S:1:pos:R:3
O 2.80 0.93 0.10
O -0.61 -0.63 -4.09
O 1.85 1.40 -2.44
O 0.81 2.37 1.32
C -1.16 -0.87 1.54
C -1.54 -2.32 1.32
C -1.80 0.08 0.56
C -0.22 -0.53 2.42
H 2.35 0.57 -0.67
H -2.84 -0.21 0.42
H 1.01 0.98 -2.25
H -0.75 -1.55 -3.86
H -1.78 -2.80 2.27
H 0.19 -1.22 3.14
H -0.40 -0.64 -5.02
H -0.82 -2.95 0.80
H 1.31 3.15 1.54
H 0.14 0.48 2.53
H 3.74 0.94 0.00
H -2.42 -2.42 0.68
H -1.73 1.10 0.95
H 1.76 2.25 -2.02
H -1.39 0.16 -0.45
H 1.52 1.72 1.20
```

HOMO level: -8.92 eV
2S+1: 1
total charge: 0
gap between HOMO and LUMO: 9.4 eV
lowest unoccupied orbital energy: 0.50 eV
SMILES: C=C(C)C.O.O.O.O

---

#b
DFT (wB97M-V/def2-TZVPD) results for a cluster of 5 separate species, C4H16O4 in total.

```
24
Properties=species:S:1:pos:R:3
O -0.13 -0.50 3.55
O -2.44 -1.76 -2.47
O 2.23 -1.67 1.00
O 1.79 1.99 1.96
C -0.36 0.90 -1.90
C 1.05 0.59 -2.43
C -1.91 0.43 -0.05
C -0.75 0.18 -0.63
H -0.97 -0.39 3.10
H -2.44 -2.68 -2.11
H -1.08 0.82 -2.70
H 1.49 1.47 -2.92
H -2.19 -0.05 0.89
H 3.10 -1.90 1.32
H -0.52 1.99 -1.80
H 0.93 -0.34 -2.96
H 1.95 1.93 1.02
H 1.71 0.53 -1.55
H 2.16 -0.84 1.52
H -2.60 -1.29 -1.64
H 0.14 -0.28 -0.19
H -0.07 0.17 4.24
H -2.73 1.03 -0.41
H 1.68 2.93 2.18
```

HOMO level: -9.61 eV
2S+1: 1
total charge: 0
gap between HOMO and LUMO: 10.1 eV
lowest unoccupied orbital energy: 0.50 eV
SMILES: C=CCC.O.O.O.O

---

Energy above the most stable structure, in hartree: #a 0.0000; #b 0.0293

---

#a
DFT (wB97M-V/def2-TZVPD) results for an isolated molecule of C3H2BrClO.

```
8
Properties=species:S:1:pos:R:3
Br -2.31 -0.41 0.05
Cl -0.83 2.62 0.01
O 0.00 -2.42 -0.03
C 0.45 -1.32 -0.05
C 0.19 1.24 0.11
C -0.30 -0.06 0.17
H 1.60 -1.00 -0.26
H 1.20 1.35 0.00
```

HOMO level: -9.97 eV
2S+1: 1
total charge: 0
gap between HOMO and LUMO: 9.3 eV
lowest unoccupied orbital energy: -0.69 eV
SMILES: O=C/C(Br)=C/Cl

---

#b
DFT (wB97M-V/def2-TZVPD) results for a cluster of 2 separate species, C3H2BrClO in total.

```
8
Properties=species:S:1:pos:R:3
Br 3.01 -0.81 0.02
Cl -2.98 -0.77 0.04
O 1.96 1.66 -0.03
C 1.73 0.52 -0.08
C -1.51 0.13 0.05
C -0.36 -0.45 -0.12
H -1.76 1.25 0.22
H -0.08 -1.53 -0.10
```

HOMO level (alpha / beta): -9.50 / -9.50 eV
2S+1: 1
total charge: 0
gap between HOMO and LUMO (alpha / beta): 8.7 / 8.7 eV
lowest unoccupied orbital energy (alpha / beta): -0.82 / -0.82 eV

---

Energy above the most stable structure, in hartree: #a 0.0000; #b 0.0731

---

#a
DFT (wB97M-V/def2-TZVPD) results for a cluster of 10 separate species, BrH18O9 in total.

```
28
Properties=species:S:1:pos:R:3
Br 0.14 -0.41 0.09
O 3.45 -0.20 1.13
O -1.51 1.82 1.96
O 1.92 -2.65 -1.28
O -0.14 -0.26 -3.11
O 1.11 2.99 0.70
O -1.00 2.51 -1.39
O -1.27 -3.27 -0.28
O 1.35 -1.50 3.02
O -3.01 0.70 -0.22
H 0.92 2.11 1.08
H -2.28 1.61 2.47
H 0.51 2.98 -0.07
H 4.34 -0.30 0.78
H -0.98 0.16 -3.33
H 0.03 -0.24 -2.19
H -1.79 -2.97 -0.98
H -1.68 2.74 -1.99
H 1.64 -1.03 3.81
H 1.09 -0.95 2.29
H -1.37 1.80 -0.87
H 2.38 -2.14 -1.97
H -3.27 0.16 0.53
H 1.25 -2.08 -1.05
H -2.58 0.14 -0.84
H -1.34 1.08 1.40
H -0.81 -2.48 -0.05
H 2.91 -0.33 0.37
```

HOMO level: -6.36 eV
2S+1: 1
total charge: -1
gap between HOMO and LUMO: 9.1 eV
lowest unoccupied orbital energy: 2.75 eV

---

#b
DFT (wB97M-V/def2-TZVPD) results for a cluster of 10 separate species, BrH18O9 in total.

```
28
Properties=species:S:1:pos:R:3
Br -0.18 0.20 0.33
O -2.19 2.65 1.56
O 0.59 -1.33 3.57
O 3.06 1.07 -1.42
O 0.25 3.55 -1.06
O 0.50 -0.73 -3.22
O -1.72 1.19 -2.52
O -2.81 -1.52 1.56
O 2.82 -1.46 0.40
O -0.22 -3.32 0.65
H 0.68 -0.38 -2.34
H 0.45 3.68 -0.13
H 1.93 -1.19 0.68
H -1.66 2.00 1.04
H 0.08 -1.27 2.75
H -1.62 0.55 -3.24
H -2.36 -0.73 1.22
H 2.30 0.91 -0.84
H -3.09 2.49 1.28
H 0.31 -0.56 4.08
H -0.43 -2.41 0.40
H 3.25 -1.74 1.22
H -1.76 0.64 -1.73
H -3.57 -1.18 2.04
H 1.22 -0.40 -3.76
H 0.17 2.58 -1.13
H 3.38 0.18 -1.58
H 0.61 -3.49 0.18
```

HOMO level: -6.51 eV
2S+1: 1
total charge: -1
gap between HOMO and LUMO: 9.5 eV
lowest unoccupied orbital energy: 3.03 eV

---

Energy above the most stable structure, in hartree: #a 0.0388; #b 0.0000

---

#a
DFT (wB97M-V/def2-TZVPD) results for a structure of composition C3H4N4O.

```
12
Properties=species:S:1:pos:R:3
O -2.53 -0.60 -0.09
N 2.24 -0.99 0.34
N -1.04 1.09 0.73
N -0.22 -1.01 -0.24
N 0.25 1.71 0.01
C 1.29 0.98 -0.31
C -1.20 -0.29 0.05
C 1.06 -0.42 0.06
H 2.16 1.51 -1.06
H 2.12 -2.05 0.80
H -2.33 -1.67 -0.12
H -1.79 1.74 -0.16
```

HOMO level: -9.97 eV
2S+1: 1
total charge: 0
gap between HOMO and LUMO: 10.1 eV
lowest unoccupied orbital energy: 0.18 eV

---

#b
DFT (wB97M-V/def2-TZVPD) results for a cluster of 2 separate species, C3H4N4O in total.

```
12
Properties=species:S:1:pos:R:3
O 2.04 0.82 -0.60
N -1.82 -0.18 1.66
N -1.20 0.94 1.30
N -1.24 -1.10 0.76
N 0.38 -0.77 -1.18
C -0.35 -0.47 -0.16
C 1.01 1.59 -0.11
C -0.24 0.80 0.32
H -1.49 -2.13 1.08
H 1.08 -0.09 -1.49
H 0.87 -2.26 -1.50
H 0.96 2.85 -0.08
```

HOMO level: -8.56 eV
2S+1: 1
total charge: 0
gap between HOMO and LUMO: 7.6 eV
lowest unoccupied orbital energy: -0.96 eV

---

Energy above the most stable structure, in hartree: #a 0.0000; #b 0.0707

---

#a
DFT (wB97M-V/def2-TZVPD) results for an isolated molecule of C3H4N4O.

```
12
Properties=species:S:1:pos:R:3
O -1.47 1.52 -1.00
N -0.26 -0.51 -0.13
N 0.21 1.69 0.85
N 0.29 -0.64 1.22
N 0.06 -1.25 -1.34
C 0.56 0.75 1.55
C -0.65 1.00 -0.28
C 1.07 -2.11 -1.03
H 0.74 0.90 2.67
H 1.44 -2.62 -2.02
H -0.13 -1.36 1.74
H 1.72 -1.93 -0.06
```

HOMO level: -9.16 eV
2S+1: 1
total charge: 0
gap between HOMO and LUMO: 9.5 eV
lowest unoccupied orbital energy: 0.36 eV
SMILES: C=Nn1[nH]cnc1=O

---

#b
DFT (wB97M-V/def2-TZVPD) results for a structure of composition C3H4N4O.

```
12
Properties=species:S:1:pos:R:3
O 0.45 -0.36 -1.67
N -0.29 -0.46 -0.44
N 1.57 -1.70 0.75
N -1.47 1.75 -0.64
N 0.28 -0.13 1.88
C -0.25 0.94 1.37
C 0.69 -0.77 0.72
C -0.67 0.92 -0.08
H 1.82 -2.24 -0.04
H -1.45 1.54 -1.66
H -0.74 1.68 2.00
H 0.06 -1.16 -2.20
```

HOMO level: -10.06 eV
2S+1: 1
total charge: 0
gap between HOMO and LUMO: 9.2 eV
lowest unoccupied orbital energy: -0.85 eV

---

#c
DFT (wB97M-V/def2-TZVPD) results for an isolated molecule of C3H4N4O.

```
12
Properties=species:S:1:pos:R:3
O -2.08 1.33 -0.11
N 2.07 -0.54 -0.14
N -1.97 -0.94 -0.04
N 0.81 -0.91 -0.01
N 2.25 0.81 -0.02
C 0.12 0.25 -0.02
C 1.08 1.28 0.01
C -1.39 0.29 -0.03
H 0.85 2.29 0.19
H 2.75 -1.25 -0.09
H -2.96 -0.86 0.05
H -1.53 -1.76 0.21
```

HOMO level: -10.27 eV
2S+1: 1
total charge: 0
gap between HOMO and LUMO: 11.0 eV
lowest unoccupied orbital energy: 0.68 eV
SMILES: NC(=O)c1cn[nH]n1

---

#d
DFT (wB97M-V/def2-TZVPD) results for an isolated molecule of C3H4N4O.

```
12
Properties=species:S:1:pos:R:3
O 0.48 -2.06 0.07
N 0.91 -1.94 1.32
N 0.42 -0.05 0.33
N -0.76 -0.67 -1.71
N 0.10 1.28 0.58
C 0.79 -0.59 1.50
C -0.11 -0.88 -0.67
C -0.23 2.07 -0.44
H 0.81 -0.33 2.57
H -0.71 1.65 -1.29
H -1.14 -1.57 -1.93
H -0.56 3.08 -0.32
```

HOMO level: -9.00 eV
2S+1: 1
total charge: 0
gap between HOMO and LUMO: 9.4 eV
lowest unoccupied orbital energy: 0.37 eV
SMILES: [H]/N=c1\oncn1N=C

---

Energy above the most stable structure, in hartree: #a 0.1512; #b 0.1173; #c 0.0000; #d 0.1765